<w>
Computed, not measured: a gas-phase ion, C3H11N4 (charge +1), with the ωB97M-V functional and the def2-TZVPD basis.

Each line ends with the natural charge from an NBO analysis.
Atoms and positions in Å:
C1 1.75 -1.01 0.54  -0.650
C2 1.41 0.50 0.21  -0.259
N1 0.73 0.72 -1.09  -0.499
N2 -0.40 -0.10 -1.28  -0.465
C3 -1.40 0.12 -0.26  0.693
N3 -1.63 1.34 0.41  -0.761
N4 -2.17 -0.91 0.08  -0.710
H1 0.85 -1.69 0.61  0.203
H2 2.55 -1.45 -0.13  0.236
H3 2.21 -1.01 1.58  0.236
H4 2.40 1.04 0.14  0.244
H5 0.87 0.96 1.09  0.180
H6 1.37 0.69 -1.88  0.402
H7 -0.85 0.26 -2.14  0.420
H8 -1.79 1.16 1.41  0.411
H9 -0.84 1.99 0.33  0.432
H10 -3.02 -0.73 0.63  0.435
H11 -2.01 -1.86 -0.23  0.453

The multiplicity is 1. Its SMILES is CCNNC(N)=[NH2+]. The frontier orbital gap comes out at 8.848 eV. Its net charge is +1. The calculation puts the LUMO energy at -4.14 eV.

=====

<x>
Computed, not measured: 2 unconnected molecules or ions with the total composition C3H11N4, with the ωB97M-V functional and the def2-TZVPD basis.

Each line ends with the natural charge from an NBO analysis.
Atoms and positions in Å:
C1 -2.62 -0.07 -0.48  0.378
C2 1.66 -1.57 0.32  -0.439
C3 -0.66 -1.62 -0.15  0.387
N1 -3.08 0.65 0.55  -0.765
N2 1.14 1.76 -0.42  -1.087
N3 0.47 -0.97 0.04  -0.531
N4 -1.72 -0.96 -0.57  -0.509
H1 -3.09 0.16 -1.44  0.201
H2 2.48 -1.34 -0.40  0.223
H3 2.19 -1.13 1.19  0.228
H4 1.63 -2.65 0.34  0.226
H5 -0.66 -2.71 0.12  0.225
H6 -3.65 1.48 0.26  0.430
H7 -2.89 0.48 1.51  0.422
H8 2.06 1.90 -0.96  0.406
H9 1.02 2.33 0.31  0.372
H10 0.47 0.04 -0.39  0.459
H11 0.32 2.03 -1.11  0.374

The multiplicity is 1. The frontier orbital gap comes out at 10.528 eV. Its net charge is +1. The calculation puts the LUMO energy at -3.05 eV.

=====

Relative energy of each structure, in kJ/mol: <w> 47.2; <x> 0.0.

=====

<w>
Computed, not measured: 2 unconnected molecules or ions with the total composition C2H5FN2, with the ωB97M-V functional and the def2-TZVPD basis.

Each line ends with the natural charge from an NBO analysis.
Atoms and positions in Å:
C1 -0.16 -0.26 0.33  0.378
C2 -0.29 0.54 -0.92  -0.009
H1 1.60 -1.02 1.68  0.387
H2 1.30 0.97 1.46  0.424
H3 -1.77 -1.21 -0.17  0.372
H4 0.87 0.71 -1.25  0.166
H5 -0.59 1.51 -0.68  0.164
N1 1.00 0.06 1.00  -0.875
N2 -0.90 -1.24 0.35  -0.673
F1 -1.06 -0.07 -1.80  -0.333

The multiplicity is 1. The frontier orbital gap comes out at 9.905 eV. Its net charge is 0. The calculation puts the LUMO energy at 0.54 eV.

=====

<x>
Computed, not measured: 2 unconnected molecules or ions with the total composition C2H5FN2, with the ωB97M-V functional and the def2-TZVPD basis.

Each line ends with the natural charge from an NBO analysis.
Atoms and positions in Å:
C1 0.55 1.22 1.58  -0.143
C2 0.05 -1.58 -1.29  -0.464
N1 -0.21 0.51 0.78  -0.205
N2 -1.03 0.40 -0.06  0.249
F1 -1.38 1.54 -0.92  -0.341
H1 1.29 0.64 2.17  0.198
H2 0.43 2.27 1.68  0.189
H3 0.87 -1.03 -1.74  0.172
H4 0.02 -1.77 -0.25  0.168
H5 -0.61 -2.19 -1.94  0.176

The multiplicity is 1. The frontier orbital gap (alpha / beta) comes out at 9.741 / 6.850 eV. Its net charge is 0. The calculation puts the LUMO energy (alpha / beta) at 0.27 / -1.68 eV.

=====

Relative energy of each structure, in kJ/mol: <w> 0.0; <x> 350.5.

=====

<w>
Computed, not measured: a single C2H5N3S2 molecule, with the ωB97M-V functional and the def2-TZVPD basis.

Each line ends with the natural charge from an NBO analysis.
Atoms and positions in Å:
H1 0.87 0.91 2.52  0.359
N1 1.41 0.29 1.91  -0.638
C1 0.64 -0.22 1.07  0.262
N2 1.13 -1.06 0.05  -0.857
S1 -1.13 -0.03 1.01  0.283
C2 -1.55 0.58 -0.56  -0.111
N3 -0.55 0.60 -1.53  -0.807
S2 -3.12 0.98 -0.88  -0.121
H2 0.63 -1.94 -0.04  0.395
H3 2.11 -1.26 0.21  0.395
H4 -0.82 0.92 -2.44  0.414
H5 0.39 0.24 -1.30  0.426

The multiplicity is 1. Its SMILES is [H]/N=C(/N)SC(N)=S. The frontier orbital gap comes out at 9.080 eV. Its net charge is 0. The calculation puts the LUMO energy at 0.40 eV.

=====

<x>
Computed, not measured: a molecular structure, C2H5N3S2, with the ωB97M-V functional and the def2-TZVPD basis.

Each line ends with the natural charge from an NBO analysis.
Atoms and positions in Å:
C1 -1.16 -0.37 -0.04  0.282
C2 0.90 1.14 -0.12  0.218
H1 1.70 -2.73 1.09  0.181
H2 -1.17 -2.58 -0.06  0.453
H3 -1.21 1.43 0.33  0.437
H4 1.75 0.02 -0.27  0.217
H5 0.60 3.62 -0.20  0.379
N1 -0.62 -1.68 -0.13  -0.723
N2 -0.36 0.74 0.44  -0.675
N3 1.18 2.44 -0.44  -0.720
S1 1.27 -1.83 -0.31  0.144
S2 -2.87 -0.22 -0.30  -0.194

The multiplicity is 1. The frontier orbital gap comes out at 7.994 eV. Its net charge is 0. The calculation puts the LUMO energy at -0.79 eV.

=====

Relative energy of each structure, in kJ/mol: <w> 0.0; <x> 653.5.

=====

<w>
Computed, not measured: a single C11H11NO2 molecule, with the ωB97M-V functional and the def2-TZVPD basis.

Each line ends with the natural charge from an NBO analysis.
Atoms and positions in Å:
C1 4.26 0.64 -0.01  -0.275
O1 3.47 -0.50 0.08  -0.506
C2 2.08 -0.27 0.00  0.255
C3 1.48 0.98 0.18  -0.014
N1 0.23 1.08 0.13  -0.405
C4 -0.58 0.05 0.02  0.091
C5 -2.00 0.28 0.06  0.328
O2 -2.65 1.51 -0.24  -0.504
C6 -1.95 2.70 -0.06  -0.251
C7 -2.90 -0.72 0.20  -0.282
C8 -2.45 -2.06 0.17  -0.159
C9 -1.08 -2.35 -0.19  -0.243
C10 -0.15 -1.30 -0.15  -0.067
C11 1.23 -1.40 -0.16  -0.193
H1 3.82 1.45 -0.76  0.183
H2 5.30 0.31 -0.55  0.204
H3 4.48 1.14 1.09  0.186
H4 2.05 2.00 0.20  0.200
H5 -2.64 3.58 -0.28  0.183
H6 -1.21 2.91 -0.89  0.178
H7 -1.45 2.83 0.98  0.189
H8 -4.06 -0.51 0.27  0.241
H9 -3.18 -2.91 0.27  0.222
H10 -0.68 -3.33 -0.13  0.213
H11 1.71 -2.38 -0.31  0.225

The multiplicity is 1. Its SMILES is COc1cnc2c(OC)cccc2c1. The frontier orbital gap comes out at 8.243 eV. Its net charge is 0. The calculation puts the LUMO energy at 0.19 eV.

=====

<x>
Computed, not measured: a molecular structure, C11H11NO2, with the ωB97M-V functional and the def2-TZVPD basis.

Each line ends with the natural charge from an NBO analysis.
Atoms and positions in Å:
C1 3.53 1.25 0.22  -0.233
C2 3.45 0.17 1.05  -0.169
C3 2.38 1.86 -0.25  -0.134
C4 2.23 -0.50 1.35  -0.207
C5 1.17 1.25 -0.04  -0.166
C6 1.10 0.09 0.78  0.009
C7 -0.17 1.60 -0.51  0.516
C8 -0.25 -0.57 1.04  -0.292
C9 -1.22 1.00 0.30  0.024
C10 -2.48 -0.42 -1.55  -0.599
C11 -2.56 0.62 -0.50  -0.452
N1 -1.34 1.55 1.61  0.096
O1 -0.40 2.22 -1.52  -0.509
O2 -2.43 1.68 2.20  -0.313
H1 4.59 1.63 -0.08  0.230
H2 4.41 -0.41 1.34  0.219
H3 2.42 2.71 -0.94  0.234
H4 2.12 -1.38 1.89  0.216
H5 -0.61 -1.31 0.41  0.215
H6 -0.35 -0.80 2.06  0.223
H7 -1.63 -0.14 -2.12  0.207
H8 -3.38 -0.27 -2.25  0.228
H9 -2.33 -1.54 -1.10  0.195
H10 -3.42 0.32 0.11  0.227
H11 -2.86 1.57 -0.94  0.232

The multiplicity is 1. The frontier orbital gap comes out at 8.558 eV. Its net charge is 0. The calculation puts the LUMO energy at -0.29 eV.

=====

Relative energy of each structure, in kJ/mol: <w> 0.0; <x> 171.9.